No. 1
This record from the OMol25 dataset describes a molecular structure, ClHNO2 at a distorted geometry. The level of theory is wB97M-V/def2-TZVPD.

Last column: natural (NBO) charge in e.
CARTESIAN COORDINATES (ANGSTROEM)
N -0.2736 -0.9912 -0.1383  0.308
O -1.4066 -1.3678 0.2153  -0.426
O 0.8199 -1.7218 -0.0717  -0.486
Cl 0.7034 1.8666 -0.2371  -0.756
H 0.0637 0.2088 -0.3140  0.359

**Energy relative to the best compared isomer or geometry (same formula, charge and spin)**: 32.27 kJ/mol
**2S+1**: 1
**Kohn-Sham gap**: 9.5 eV
**Net charge**: -1

=====

No. 2
This record from the OMol25 dataset describes a molecular structure, C3H37BeO16 at a distorted geometry. The level of theory is wB97M-V/def2-TZVPD.

Last column: natural (NBO) charge in e.
CARTESIAN COORDINATES (ANGSTROEM)
Be -1.0557 0.9834 -1.9860  1.709
C -0.0143 -1.8967 -1.1568  -0.639
C 0.1553 -0.7800 -0.1303  0.081
C 1.5779 -0.4953 0.0857  -0.616
O -0.3170 0.4634 -0.7110  -1.161
H 0.2789 -1.7045 -2.1527  0.208
H -1.0270 -2.2119 -1.1060  0.191
H 0.5044 -2.8161 -0.9565  0.233
H -0.3703 -1.0026 0.8191  0.191
H 2.0097 -1.4340 0.4112  0.216
H 1.6514 0.1876 0.8869  0.199
H 2.1354 -0.2535 -0.7922  0.209
O 3.4708 -1.9123 2.2386  -0.944
H 4.1698 -1.4093 2.6669  0.481
H 2.9250 -1.3345 1.7574  0.461
O 2.4731 1.6045 -2.6258  -0.921
H 2.0502 1.9330 -1.8633  0.484
H 2.4825 2.4053 -3.1533  0.478
O -3.9327 -1.4750 -1.0874  -0.956
H -4.6241 -1.0761 -0.5067  0.525
H -4.4870 -1.8502 -1.7825  0.500
O -0.3865 -0.3976 3.4134  -0.976
H -0.3258 0.3551 2.8394  0.480
H 0.5138 -0.6322 3.6713  0.491
O -3.0138 -0.7515 2.2385  -0.965
H -3.0293 -1.5824 1.7900  0.485
H -2.1300 -0.8377 2.6318  0.507
O -2.4257 0.2255 -2.4312  -1.022
H -2.9970 0.7605 -2.9695  0.510
H -2.8621 -0.5354 -2.0756  0.546
O -3.0727 -3.1507 0.6956  -0.978
H -3.9520 -3.5569 0.7127  0.481
H -3.2270 -2.5698 -0.0844  0.483
O -3.0129 1.1548 0.5450  -1.016
H -2.9581 1.8137 1.2622  0.472
H -2.8605 0.3321 1.0260  0.492
O -1.3353 2.5551 -1.8062  -1.011
H -2.1170 3.1561 -1.6454  0.553
H -0.7271 3.1601 -2.2302  0.515
O 5.0097 2.1580 -1.3116  -0.969
H 5.4180 2.7098 -1.9598  0.487
H 4.4146 1.4722 -1.6272  0.489
O 2.1222 2.4600 2.5711  -0.952
H 1.9143 2.1444 3.4599  0.482
H 1.3094 2.2367 2.0988  0.475
O 3.9583 1.4626 1.0394  -0.976
H 3.8955 1.9013 0.2391  0.461
H 3.1826 1.6055 1.5868  0.477
O -0.3479 -3.9151 1.7969  -0.937
H -1.1338 -3.5823 1.4187  0.472
H -0.0116 -4.5243 1.1319  0.465
O 0.0410 0.8787 -3.4905  -0.999
H 0.9864 0.9575 -3.3278  0.523
H 0.0210 1.4772 -4.2379  0.494
O -0.3042 1.6363 1.7775  -0.965
H -0.1749 1.0557 1.0437  0.515
H -0.4378 2.4415 1.3525  0.484

**Energy relative to the best compared isomer or geometry (same formula, charge and spin)**: 127.71 kJ/mol
**2S+1**: 1
**Kohn-Sham gap**: 8.1 eV
**Net charge**: +1

=====

No. 3
This record from the OMol25 dataset describes C17H24N2O3 in the gas phase at a distorted geometry. The level of theory is wB97M-V/def2-TZVPD.

Last column: natural (NBO) charge in e.
CARTESIAN COORDINATES (ANGSTROEM)
C 5.1697 1.5385 -0.6772  -0.590
H 4.9424 1.6325 -1.8293  0.189
C 3.7264 1.6141 -0.0975  -0.426
H 3.4255 2.7661 -0.2794  0.197
H 3.9020 1.8011 0.8833  0.214
C 2.8511 0.8362 -0.5268  -0.057
N 1.5788 1.1833 0.1536  -0.479
C 0.6929 1.8595 -0.8499  0.700
O 1.0745 2.4071 -1.8569  -0.569
C -0.7811 2.1080 -0.1741  -0.129
O -1.2646 0.6358 -0.1289  -0.504
C -2.5752 0.7038 0.1608  0.333
C -3.4843 2.0052 0.7126  -0.261
C -4.7176 1.5428 1.2246  -0.240
C -5.3249 0.4271 0.9674  -0.218
C -4.5290 -0.6419 0.6915  -0.192
C -3.3591 -0.3630 0.2359  0.028
N -2.4811 -1.4678 -0.3218  -0.733
C -2.8752 -2.9691 -0.5988  0.734
O -3.7447 -3.4334 -0.0234  -0.546
C -1.6392 -3.5713 -1.3214  -0.687
H -1.7965 -4.7222 -1.2021  0.239
H -1.4542 -3.2904 -2.1763  0.188
H -0.6599 -3.5821 -0.4883  0.240
H -1.6241 -1.3171 -1.0338  0.402
H -5.1370 -1.6885 0.4719  0.262
H -6.3886 0.4268 1.4342  0.216
H -5.2773 2.3130 1.5457  0.202
H -2.8749 2.8404 0.9930  0.207
H -1.2866 2.7618 -0.7912  0.212
H -0.6775 2.4479 0.7489  0.187
C 1.2114 0.4309 1.0970  -0.206
H 0.2842 0.7400 1.6937  0.226
C 1.0436 -0.9990 0.9887  -0.381
C 1.9021 -1.4795 -0.2106  -0.390
C 3.1732 -0.9268 -0.2671  -0.342
H 3.6408 -0.7852 0.5077  0.182
H 3.8650 -1.1461 -0.7972  0.192
H 2.1538 -2.6536 -0.1555  0.192
H 1.4705 -1.4888 -1.0743  0.196
H 1.3235 -1.6194 2.0631  0.187
H 0.1863 -1.4468 1.0551  0.219
H 2.1253 0.6372 1.9306  0.164
H 2.7296 1.0284 -1.6253  0.229
H 5.7401 0.5587 -0.6406  0.202
H 5.7398 2.3456 -0.4120  0.210

**Energy relative to the best compared isomer or geometry (same formula, charge and spin)**: 1692.51 kJ/mol
**SMILES**: CC[C@H]1CCCCN1C(=O)COc1ccccc1NC(C)=O
**2S+1**: 1
**Kohn-Sham gap**: 8.7 eV

=====

No. 4
This record from the OMol25 dataset describes a molecular structure, C24H53Br22NOP at a distorted geometry. The level of theory is wB97M-V/def2-TZVPD.

Last column: Löwdin charge in e.
CARTESIAN COORDINATES (ANGSTROEM)
C 1.2153 2.2613 -3.6293  -0.127
N 0.4953 1.1658 -4.2893  -0.139
C -0.8378 1.4924 -4.7141  -0.371
P -2.0501 1.8730 -3.3958  0.999
O -2.8181 3.2097 -3.6707  -0.406
H 1.1366 2.2721 -2.5373  0.024
H 0.8572 3.2190 -4.0126  0.089
H 2.2696 2.1728 -3.8916  0.075
H 0.5323 0.3016 -3.7620  0.084
H -0.7963 2.3967 -5.3326  0.112
H -1.2568 0.6884 -5.3236  0.000
H -2.9566 0.8101 -3.3406  0.035
H -1.4592 1.9564 -2.1388  0.047
H -3.1707 3.2455 -4.5779  0.063
Br 1.7347 1.2704 0.2515  0.619
C 1.6456 2.9122 1.2935  -0.719
C 1.3195 4.1375 0.4895  -0.712
Br 2.8329 4.7689 -0.5556  0.631
H 2.6026 2.9851 1.7987  0.037
H 0.8617 2.7328 2.0257  0.016
H 1.0680 4.9569 1.1598  0.057
H 0.5041 3.9791 -0.2087  0.007
Br -5.1373 5.6045 -6.3648  0.588
C -7.0251 5.4075 -5.9342  -0.663
C -7.2309 5.0951 -4.4771  -0.690
Br -6.7788 3.2429 -4.0745  0.594
H -7.4137 4.6306 -6.5844  0.053
H -7.4814 6.3600 -6.1931  0.065
H -8.2796 5.2034 -4.2101  0.064
H -6.6212 5.7124 -3.8255  0.012
Br 2.0429 3.6041 4.9297  0.635
C 1.2965 2.0545 5.8440  -0.675
C 1.9880 0.7749 5.4644  -0.685
Br 1.4548 0.1434 3.6976  0.627
H 0.2369 2.0380 5.6106  0.049
H 1.4338 2.2548 6.9041  0.063
H 1.7050 -0.0213 6.1473  -0.008
H 3.0693 0.8635 5.4467  0.060
Br 2.6182 -1.7722 8.2103  0.638
C 1.5662 -2.8876 7.0092  -0.700
C 1.5030 -4.3148 7.4829  -0.686
Br 3.1713 -5.2464 7.1332  0.665
H 2.0157 -2.7989 6.0246  0.047
H 0.5719 -2.4452 6.9975  0.060
H 0.7398 -4.8611 6.9332  0.061
H 1.3107 -4.3964 8.5477  0.053
Br 3.5119 -0.8884 -3.2182  0.607
C 4.6589 0.2372 -2.1129  -0.694
C 5.7920 -0.5467 -1.5105  -0.692
Br 5.1948 -1.6450 -0.0231  0.613
H 4.0171 0.6962 -1.3684  -0.020
H 5.0388 1.0050 -2.7840  0.062
H 6.5356 0.1291 -1.0943  0.062
H 6.2666 -1.2131 -2.2235  0.052
Br -1.5422 8.6228 -3.0488  0.625
C -3.2384 8.1931 -2.2038  -0.687
C -3.3402 6.7262 -1.8900  -0.696
Br -3.7040 5.6710 -3.4928  0.721
H -4.0207 8.5339 -2.8745  0.054
H -3.2641 8.7761 -1.2856  0.058
H -4.1768 6.5293 -1.2232  0.022
H -2.4343 6.3262 -1.4522  -0.011
Br -2.5259 4.3257 0.4955  0.667
C -2.3910 5.2348 2.2170  -0.657
C -3.7507 5.4966 2.8038  -0.685
Br -4.6402 6.9745 1.9091  0.645
H -1.8229 6.1434 2.0447  0.058
H -1.8183 4.5655 2.8557  0.058
H -3.6586 5.7952 3.8456  0.065
H -4.4109 4.6388 2.7275  0.053
Br 5.9421 -6.7472 1.6821  0.606
C 4.9530 -7.6516 3.0916  -0.698
C 4.7605 -6.7689 4.2946  -0.725
Br 6.3904 -6.6167 5.3437  0.622
H 5.4981 -8.5600 3.3268  0.050
H 3.9906 -7.9061 2.6535  0.058
H 4.0238 -7.2025 4.9671  0.023
H 4.4623 -5.7589 4.0332  0.042
Br -2.3346 -1.7380 -5.5356  0.666
C -1.5859 -2.7203 -7.0460  -0.643
C -0.3337 -2.0579 -7.5529  -0.687
Br -0.7337 -0.4483 -8.5648  0.627
H -2.3740 -2.7810 -7.7894  0.057
H -1.3685 -3.7163 -6.6672  0.068
H 0.1896 -2.7199 -8.2388  0.066
H 0.3365 -1.7624 -6.7516  0.048
Br 5.3246 -10.2486 7.0158  0.591
C 6.3470 -9.1732 8.2710  -0.707
C 7.4902 -9.9468 8.8702  -0.701
Br 6.8865 -11.2042 10.2239  0.608
H 5.6468 -8.8165 9.0195  0.052
H 6.7185 -8.3320 7.6904  -0.003
H 8.1723 -9.2729 9.3835  0.058
H 8.0354 -10.5222 8.1291  0.050
Br -5.7580 -4.5318 -6.6946  0.613
C -5.6638 -3.5062 -5.0464  -0.730
C -7.0293 -3.2143 -4.4844  -0.698
Br -7.9211 -1.7979 -5.4721  0.609
H -5.1039 -2.6062 -5.2734  -0.020
H -5.0920 -4.1254 -4.3580  0.058
H -6.9476 -2.8475 -3.4635  0.056
H -7.6847 -4.0788 -4.5081  0.052

**2S+1**: 1
**Kohn-Sham gap**: 8.0 eV
**Net charge**: +1

=====

No. 5
This record from the OMol25 dataset describes a molecular structure, C18H24F12K3O10Pb2 at a distorted geometry. The level of theory is wB97M-V/def2-TZVPD.

Last column: Löwdin charge in e.
CARTESIAN COORDINATES (ANGSTROEM)
Pb 20.0037 -17.4137 -31.2441  1.556
Pb 16.5284 -18.0036 -30.2935  1.737
K 15.2779 -16.3351 -33.5357  0.837
K 21.2433 -20.7221 -30.7566  0.848
K 23.0309 -18.9653 -34.4616  0.922
O 20.4899 -19.3638 -33.0395  -0.511
C 19.4365 -19.1613 -33.9263  -0.332
C 17.9164 -18.9586 -33.5292  -0.279
O 17.5874 -17.8974 -32.6842  -0.586
H 19.5837 -19.9278 -34.6871  0.112
H 19.7897 -18.3000 -34.4933  0.115
H 17.4565 -19.8212 -33.0469  0.101
H 17.3287 -18.8348 -34.4388  0.127
C 18.3379 -13.0900 -34.2210  -0.031
C 18.8121 -14.5395 -34.5533  -0.152
O 18.6774 -14.8229 -36.0499  0.020
C 17.4946 -15.3227 -36.5768  -0.268
O 16.4746 -15.4566 -35.8878  0.027
C 17.4945 -15.4335 -38.1038  -0.534
F 18.6809 -15.8845 -38.5019  0.193
F 16.5020 -16.2572 -38.5656  0.164
F 17.2994 -14.2232 -38.5807  0.240
H 17.2559 -12.9610 -34.2467  0.081
H 18.6969 -12.4089 -34.9926  0.105
H 18.6660 -12.6770 -33.2672  0.087
H 18.3699 -15.2892 -33.8971  0.060
H 19.8808 -14.6232 -34.3555  0.108
C 18.4518 -24.3582 -30.6718  -0.022
C 17.8129 -23.0055 -30.5462  -0.215
O 16.7284 -22.8617 -31.4984  0.066
C 15.8869 -21.7450 -31.5354  -0.236
O 16.1103 -20.7266 -30.8715  -0.054
C 14.6671 -21.9045 -32.4354  -0.601
F 14.4463 -20.6913 -32.9786  0.162
F 14.8810 -22.8185 -33.3363  0.243
F 13.5861 -22.2909 -31.8190  0.260
H 17.6599 -25.0138 -30.3094  0.111
H 19.3713 -24.4808 -30.0994  0.102
H 18.6853 -24.7327 -31.6684  0.095
H 18.5608 -22.2226 -30.6720  0.065
H 17.5733 -22.6965 -29.5288  0.138
C 17.4950 -19.7304 -37.9628  -0.049
C 16.1300 -19.8223 -37.2935  -0.223
O 15.3513 -18.7622 -37.8309  0.031
C 14.4745 -18.0277 -37.0248  -0.250
O 14.4343 -18.1717 -35.7842  0.026
C 13.5742 -17.0560 -37.8026  -0.502
F 13.4801 -17.4046 -39.1543  0.158
F 12.3666 -17.1949 -37.2457  0.194
F 14.0704 -15.8434 -37.6401  0.191
H 17.2943 -19.6233 -39.0288  0.107
H 17.9492 -20.7054 -37.7863  0.073
H 18.1172 -18.9274 -37.5677  0.063
H 16.3318 -19.8619 -36.2231  0.088
H 15.8184 -20.8385 -37.5350  0.141
C 18.6776 -23.3315 -35.2037  -0.031
C 19.9777 -22.5003 -35.4676  -0.216
O 20.9128 -23.2801 -36.2079  0.015
C 22.2463 -22.9707 -36.4719  -0.241
O 22.7803 -21.9373 -36.0515  0.072
C 23.0656 -24.1388 -37.1231  -0.617
F 22.3183 -25.1532 -37.3763  0.257
F 23.5822 -23.6068 -38.2183  0.209
F 24.0441 -24.3953 -36.2802  0.214
H 17.8479 -22.9346 -34.6188  0.056
H 18.7997 -24.2645 -34.6534  0.081
H 18.3353 -23.7012 -36.1703  0.095
H 20.4134 -22.2211 -34.5083  0.094
H 19.7432 -21.5945 -36.0268  0.099

**2S+1**: 1
**Kohn-Sham gap**: 2.2 eV
**Net charge**: +5